[1]
A 2-piece molecular cluster, C4H13NO2 overall at a distorted geometry. Source: the Open Molecules 2025 dataset; level of theory: ωB97M-V/def2-TZVPD.

Structure (ORCA input):
```
! wB97M-V def2-TZVPD RIJCOSX def2/J DEFGRID3
* xyz 0 1
H 1.42948 -1.78187 0.62720
H -0.09365 -1.40808 -1.10902
H -2.08606 -1.18647 0.22553
H -3.17423 0.22734 -1.20251
H -1.87316 1.02398 -1.58465
C -1.68765 0.77275 1.09513
C -1.57909 -0.25558 -0.04579
H 1.29105 0.24649 -1.27708
C 0.64695 -1.07655 0.90011
O 4.08353 0.89197 -0.88959
C -0.11720 -0.63233 -0.34057
H 4.42605 1.12758 -0.03353
H -0.88054 1.49821 1.07161
N -2.17983 0.09204 -1.34682
H 1.12972 -0.19387 1.32656
H 4.58238 0.17894 -1.25680
O 0.47114 0.55942 -0.91959
H -0.05535 -1.45655 1.63888
H -2.72631 1.10245 1.05767
H -1.60721 0.27011 2.06328
*
```

HOMO energy = -9.34 eV
calculated total energy = -9943.6043 eV
SMILES = C[C@H](O)[C@@H](C)N.O
ΔE to the lowest compared entry with this formula, charge and spin = 57.1 kJ/mol
frontier orbital gap = 10.0 eV

[2]
A 2-piece molecular cluster, C4H13NO2 overall at a distorted geometry. Source: the Open Molecules 2025 dataset; level of theory: ωB97M-V/def2-TZVPD.

Structure (ORCA input):
```
! wB97M-V def2-TZVPD RIJCOSX def2/J DEFGRID3
* xyz 0 1
N -0.21927 0.55361 -2.90627
H 1.21216 0.85815 -0.72786
H 0.12741 -0.24627 -3.42547
C -1.67092 -0.90753 -1.67609
H -2.60983 -0.61015 -2.13710
C -0.64149 0.21849 -1.53435
H -1.90209 -1.29558 -0.67265
H -0.98982 0.87133 -3.47912
H 1.10566 -0.94206 -0.95100
H 0.20275 0.51803 4.65209
C 0.58446 -0.03108 -0.63786
H -1.06306 1.17587 -1.22078
H 0.86258 1.75622 4.05825
H -1.29924 -1.80631 -2.17255
C 1.07792 -0.25221 1.62765
O 0.07440 -0.24445 0.66172
H 1.46159 0.74865 1.86786
H 0.81998 -0.75338 2.55992
H 1.97979 -0.78448 1.28957
O 0.88703 1.17313 4.82402
*
```

HOMO energy = -9.21 eV
calculated total energy = -9942.9721 eV
SMILES = COC[C@H](C)N.O
ΔE to the lowest compared entry with this formula, charge and spin = 118.1 kJ/mol
frontier orbital gap = 10.0 eV

[3]
A 3-piece molecular cluster, C4H13NO2 overall at a distorted geometry. Source: the Open Molecules 2025 dataset; level of theory: ωB97M-V/def2-TZVPD.

Structure (ORCA input):
```
! wB97M-V def2-TZVPD RIJCOSX def2/J DEFGRID3
* xyz 0 1
H -0.79551 -0.27089 2.40170
H -0.31753 -3.17529 -0.87844
H 0.70643 -2.20246 -1.94346
H -1.55105 -1.98330 1.05905
C -0.29365 -2.25108 -1.48390
H -1.09124 -0.20345 -1.36499
O 2.19535 0.95327 -1.25056
H -0.04892 3.32440 -0.28706
H 1.45026 1.20304 1.32400
C -1.13791 -1.13673 0.53146
H 1.80066 0.94229 -0.38952
H 1.69781 0.20577 -1.50588
H -1.34102 3.37922 0.60060
H -0.94627 -2.44128 -2.38070
C -0.50050 0.00397 1.34280
H 1.43839 -0.09155 2.16909
C -0.94236 -1.12916 -0.76833
O -0.34784 3.71934 0.59251
H -1.01439 0.87536 0.96088
N 1.03930 0.27851 1.27076
*
```

HOMO energy = -8.57 eV
calculated total energy = -9940.5483 eV
SMILES = C/C=C/CN.O.O
ΔE to the lowest compared entry with this formula, charge and spin = 352.0 kJ/mol
frontier orbital gap = 9.1 eV

[4]
A 2-piece molecular cluster, C4H13NO2 overall at a distorted geometry. Source: the Open Molecules 2025 dataset; level of theory: ωB97M-V/def2-TZVPD.

Structure (ORCA input):
```
! wB97M-V def2-TZVPD RIJCOSX def2/J DEFGRID3
* xyz 0 1
H -0.90740 2.64627 0.53633
N 0.18481 0.89719 -0.03701
H -0.81028 1.39476 1.77475
O 0.47856 0.61249 -4.48232
H -1.03735 -0.44001 -1.14257
C -0.15418 -0.49772 -0.48846
C -0.95097 1.58016 0.72390
H 0.39152 1.23126 -3.75288
H -0.44233 0.34625 -4.53858
H 1.12810 -2.13714 1.71956
H 1.10070 0.29612 1.72315
H 0.16820 1.47170 -0.87585
O 0.96634 -0.25257 2.52159
H 0.79356 -0.74187 -0.96914
C 0.31974 -1.40843 1.96828
C -0.60483 -1.33486 0.72713
H -1.90351 1.16501 0.39924
H -0.26721 -1.77627 2.80058
H -1.55004 -0.90083 1.07312
H -0.89072 -2.36227 0.51324
*
```

HOMO energy = -9.63 eV
calculated total energy = -9942.7501 eV
SMILES = CNCCCO.O
ΔE to the lowest compared entry with this formula, charge and spin = 139.6 kJ/mol
frontier orbital gap = 10.0 eV

[5]
A 3-piece molecular cluster, C4H13NO2 overall at a distorted geometry. Source: the Open Molecules 2025 dataset; level of theory: ωB97M-V/def2-TZVPD.

Structure (ORCA input):
```
! wB97M-V def2-TZVPD RIJCOSX def2/J DEFGRID3
* xyz 0 1
H 0.82930 -1.05537 1.62865
N -0.30911 -0.26272 -1.14127
H -0.40769 1.29837 0.12630
H 0.58549 0.90526 -2.49747
H 3.64368 -0.22538 4.48666
H 1.06794 0.64332 1.66313
H 1.79071 -0.28136 0.31221
C -0.46172 0.68111 -2.26255
C 0.93508 -0.20100 0.97613
H -2.78558 -0.26607 -1.43525
H -2.22099 0.00842 -3.27626
C -1.24689 0.49354 -3.31695
H -0.37671 -1.17286 -1.56738
H -0.79926 0.52736 -4.30491
H 4.14355 0.28378 5.76747
H -1.23509 -0.06080 0.83303
O 4.47334 -0.00267 4.90871
C -0.35897 0.21714 0.25006
H -3.94973 -1.11962 -1.31460
O -3.36346 -0.59996 -0.74909
*
```

HOMO energy = -8.58 eV
calculated total energy = -9941.1788 eV
SMILES = C=CNCC.O.O
ΔE to the lowest compared entry with this formula, charge and spin = 291.2 kJ/mol
frontier orbital gap = 9.3 eV

[6]
A 3-piece molecular cluster, C4H13NO2 overall at a distorted geometry. Source: the Open Molecules 2025 dataset; level of theory: ωB97M-V/def2-TZVPD.

Structure (ORCA input):
```
! wB97M-V def2-TZVPD RIJCOSX def2/J DEFGRID3
* xyz 0 1
H -3.27695 3.65550 1.92794
H 2.05288 -2.34059 -0.17746
C 0.15104 -2.04633 0.88611
C 1.04601 -1.93823 -0.32127
H -3.41451 2.40054 1.06561
O -2.76302 3.04146 1.38372
C 2.53706 0.04037 -0.47328
H 3.29410 -0.48665 0.09324
H 0.44680 0.05741 -1.02015
H 3.80292 1.57914 -0.68968
H -0.76165 -1.47195 0.73084
H 2.36591 1.99225 -0.29685
H 0.70066 -1.69927 1.76116
O -3.96020 0.68044 -0.94488
H -3.43714 1.27606 -1.50488
H -0.12336 -3.06930 1.16989
C 1.32122 -0.45649 -0.63870
H 0.71379 -2.43933 -1.23438
N 2.84742 1.38883 -0.98518
H -3.54299 -0.16388 -0.73180
*
```

HOMO energy = -8.78 eV
calculated total energy = -9942.7965 eV
SMILES = CC/C=C/N.O.O
ΔE to the lowest compared entry with this formula, charge and spin = 135.1 kJ/mol
frontier orbital gap = 9.4 eV

[7]
A 2-piece molecular cluster, C4H13NO2 overall at a distorted geometry. Source: the Open Molecules 2025 dataset; level of theory: ωB97M-V/def2-TZVPD.

Structure (ORCA input):
```
! wB97M-V def2-TZVPD RIJCOSX def2/J DEFGRID3
* xyz 0 1
O 3.40473 -2.65445 2.98454
H -2.97012 -0.32835 -0.85413
H -2.34492 -0.40596 1.21182
H -2.34433 1.42673 1.11379
H -0.14189 1.01485 -2.78890
O 1.43924 0.85414 -1.41102
H -2.57461 1.25682 -1.54427
H -0.21500 2.08638 -1.34520
H 4.30767 -2.34000 2.95557
N -0.63676 0.29808 0.44102
C -2.24668 0.20744 -1.46924
C 0.09389 1.11045 -1.72818
H -0.41166 -0.93212 -1.19371
H 0.09104 -0.24271 0.86984
H -1.47258 0.52259 2.38190
H 3.07989 -2.27490 3.79761
C -0.80090 0.08436 -0.99729
C -1.77588 0.52965 1.33962
H 1.64522 1.30845 -0.60293
H -2.37115 -0.21703 -2.47010
*
```

HOMO energy = -8.13 eV
calculated total energy = -9942.9449 eV
SMILES = CN[C@@H](C)CO.O
ΔE to the lowest compared entry with this formula, charge and spin = 120.8 kJ/mol
frontier orbital gap = 8.9 eV

[8]
A 3-piece molecular cluster, C4H13NO2 overall at a distorted geometry. Source: the Open Molecules 2025 dataset; level of theory: ωB97M-V/def2-TZVPD.

Structure (ORCA input):
```
! wB97M-V def2-TZVPD RIJCOSX def2/J DEFGRID3
* xyz 0 1
C 0.33703 0.09550 0.80511
H -1.29867 -1.20896 1.11924
H -0.72051 -0.66650 2.65267
H 3.24001 -0.28405 1.35635
H -5.40256 -0.66624 -3.47253
H 2.01046 0.27718 -2.12936
C -0.36456 -1.00247 1.61429
H -6.32105 0.69144 -3.69858
O 3.13833 -1.01704 2.01738
H 2.37151 1.41607 -0.57016
H 2.31749 -0.70088 2.39249
C 1.05984 -0.37826 -0.27074
H 1.13555 -1.42945 -0.45739
N 0.42539 1.37238 1.28023
O -5.44399 0.21179 -3.93810
H 1.25712 1.92063 0.96615
H 0.79732 1.25430 -1.53666
H 0.01669 1.42119 2.26582
H 0.18056 -1.90206 1.69409
C 1.61498 0.73735 -1.17832
*
```

HOMO energy = -7.74 eV
calculated total energy = -9942.2346 eV
SMILES = C/C=C(/C)N.O.O
ΔE to the lowest compared entry with this formula, charge and spin = 189.3 kJ/mol
frontier orbital gap = 8.5 eV

[9]
A 3-piece molecular cluster, C4H13NO2 overall at a distorted geometry. Source: the Open Molecules 2025 dataset; level of theory: ωB97M-V/def2-TZVPD.

Structure (ORCA input):
```
! wB97M-V def2-TZVPD RIJCOSX def2/J DEFGRID3
* xyz 0 1
H 3.20340 5.56069 0.45516
H -2.65987 1.79608 -0.63480
O -0.32073 -5.68158 -2.28557
C -1.51505 1.69672 -0.33963
H 0.45061 -2.38544 1.23820
H -1.11584 -1.74264 1.92070
H -0.97564 1.84326 -1.29745
H 3.40975 6.36714 1.70566
H -1.26755 2.66285 0.23314
H -1.77193 0.23107 1.28652
N -1.37339 0.43480 0.41816
O 2.66661 5.86590 1.29834
H 1.69454 -0.86373 -0.35503
C -0.26233 -0.46554 0.44732
H 1.08482 0.82851 -0.60598
H -1.01205 -2.39534 0.18355
C 0.90896 -0.11972 -0.13598
C -0.54439 -1.87324 0.97666
H -1.13339 -5.75188 -1.75717
H -0.58332 -6.09794 -3.09196
*
```

HOMO energy = -7.78 eV
calculated total energy = -9941.9761 eV
SMILES = C=C(C)NC.O.O
ΔE to the lowest compared entry with this formula, charge and spin = 214.2 kJ/mol
frontier orbital gap = 8.6 eV

[10]
A 2-piece molecular cluster, C4H13NO2 overall at a distorted geometry. Source: the Open Molecules 2025 dataset; level of theory: ωB97M-V/def2-TZVPD.

Structure (ORCA input):
```
! wB97M-V def2-TZVPD RIJCOSX def2/J DEFGRID3
* xyz 0 1
H -0.54159 2.13318 -1.61312
O 1.70017 -1.13223 1.26162
H -1.27382 2.77539 -0.02632
C -1.30354 0.53256 -0.36769
H -3.32134 0.75310 0.30689
N -0.21034 -0.45103 -0.22459
H 0.31222 2.04568 -0.02988
H -2.16026 1.48278 1.38457
H -0.72719 -1.38844 -0.12780
H -1.78290 0.38059 -1.47046
H 1.82986 -1.70472 0.56736
H 1.39397 0.81749 0.62430
H 2.24360 -0.66852 -2.20331
H -2.41517 -0.30453 1.46477
C 0.70123 -0.17208 0.88581
H 0.96215 -0.94285 -1.37339
H 0.06791 0.06852 1.86862
C -2.27876 0.62173 0.78055
C -0.67504 1.98788 -0.42966
O 1.82753 -1.38165 -1.63840
*
```

HOMO energy = -9.49 eV
calculated total energy = -9941.7954 eV
SMILES = CC(C)NCO.O
ΔE to the lowest compared entry with this formula, charge and spin = 231.7 kJ/mol
frontier orbital gap = 10.3 eV

[11]
A 3-piece molecular cluster, C4H13NO2 overall at a distorted geometry. Source: the Open Molecules 2025 dataset; level of theory: ωB97M-V/def2-TZVPD.

Structure (ORCA input):
```
! wB97M-V def2-TZVPD RIJCOSX def2/J DEFGRID3
* xyz 0 1
H -1.77936 1.52050 -3.49255
C 1.23473 -0.29531 0.91333
H -0.24732 -2.94182 1.68129
H 0.73209 4.21323 -0.35189
H 1.65128 -1.78306 2.52546
H 1.04729 0.75643 1.13203
N -0.34303 -1.94061 1.65943
H 0.21770 0.06386 -0.86788
C 0.83636 -1.17685 2.13765
H 2.31049 -0.39865 0.76558
C -0.79904 -1.45192 0.35832
H 0.93308 -1.56715 -0.91371
H 0.41465 -0.57194 2.93487
H -1.62948 -0.76537 0.57037
C 0.45505 -0.82174 -0.28208
O -0.10612 3.73743 -0.32963
H -1.28309 -0.04960 -3.42298
H -1.22529 -2.26733 -0.22645
O -1.05817 0.88668 -3.40611
H 0.10932 2.82706 -0.59854
*
```

HOMO energy = -8.40 eV
calculated total energy = -9943.2252 eV
SMILES = C1CCNC1.O.O
ΔE to the lowest compared entry with this formula, charge and spin = 93.7 kJ/mol
frontier orbital gap = 9.1 eV

[12]
An isolated ion of composition C4H13NO2P and charge +1 at a distorted geometry. Source: the Open Molecules 2025 dataset; level of theory: ωB97M-V/def2-TZVPD.

Structure (ORCA input):
```
! wB97M-V def2-TZVPD RIJCOSX def2/J DEFGRID3
* xyz 1 1
O -0.87064 -1.92671 -0.01516
H 0.68936 -0.04404 1.84131
H -4.36026 0.73798 -0.06533
H 3.11652 -1.28689 -0.40423
H 0.92455 -1.37500 -0.13756
N 1.29345 -0.38084 -0.07517
O -2.47978 0.06563 -0.41195
C 2.66720 -0.64490 0.35508
C -3.30552 1.05979 0.05442
P -1.35494 -0.62004 0.50212
C 1.25226 0.12861 -1.53015
H 2.17214 -0.08382 -2.08790
H 0.42411 -0.12939 -2.08868
H -3.08636 1.86825 -0.57711
H 3.19067 0.31336 0.43670
C 0.45170 0.33319 0.82824
H 1.22933 1.30248 -1.43041
H -2.12332 -0.70834 1.74003
H 2.76552 -1.19855 1.25831
H 0.50862 1.40041 0.75691
H -3.10462 1.18882 1.05053
*
```

HOMO energy = -14.82 eV
calculated total energy = -19225.6137 eV
SMILES = CO[P@@H](=O)C[NH+](C)C
ΔE to the lowest compared entry with this formula, charge and spin = 17.1 kJ/mol
frontier orbital gap = 12.0 eV